(1)
Entry from the Open Molecules 2025 dataset: a cluster of 3 separate species, C12H21BN3O7 in total at a distorted geometry (the ωB97M-V functional and the def2-TZVPD basis).

```
44
C12H21BN3O7 | the Open Molecules 2025 dataset | the ωB97M-V functional and the def2-TZVPD basis
O 4.7276 -4.6292 0.7512
C 4.9545 -3.7488 -0.0465
O 6.1763 -3.7990 -0.6958
C 3.9242 -2.6403 -0.3814
C 3.9372 -1.2581 0.1377
C 2.8576 -0.3391 -0.2603
N 1.8176 -0.7355 -1.0966
C 1.8016 -2.0159 -1.6027
O 0.7444 -2.3796 -2.4252
B -0.1178 -3.1634 -1.5412
O -1.0196 -2.4874 -0.6583
O -0.0955 -4.5667 -1.4844
C 2.8193 -3.0182 -1.2948
H 6.6771 -4.5305 -0.2699
H 4.7476 -0.9231 0.8334
H 2.8170 0.7276 0.0845
H 1.0386 -0.1041 -1.3625
H -0.4644 -2.2962 0.1294
H 0.2701 -4.7772 -0.5992
H 2.7418 -4.0355 -1.7505
C -1.1745 3.5452 -0.3338
C -0.2991 2.5296 -1.0113
O -0.3862 1.3237 -0.7628
N 0.6037 2.9794 -1.9176
C 0.8456 4.3498 -2.3335
H -1.8431 3.0433 0.3605
H -0.5607 4.2527 0.2264
H -1.7774 4.0728 -1.0748
H 1.1577 2.2473 -2.3358
H 0.6774 4.4197 -3.4090
H 1.8859 4.5985 -2.1183
H 0.1953 5.0531 -1.8220
C -2.7569 0.9634 1.8966
C -3.6588 1.5821 2.9336
O -3.3420 2.5870 3.5521
N -4.8571 0.9833 3.1687
C -5.4022 -0.2037 2.5398
H -1.8423 1.5463 1.8186
H -2.4941 -0.0555 2.1876
H -3.2525 0.9626 0.9236
H -5.4086 1.4501 3.8737
H -6.3452 0.0607 2.0579
H -5.5943 -0.9492 3.3137
H -4.7259 -0.6219 1.7990
```

Results
charge	+1
frontier orbital gap	0.22602	Ha
strongest force on any atom	2.81	eV/Å
E_HOMO	-11.18	eV

(2)
Entry from the Open Molecules 2025 dataset: a structure of composition C21H54N2O7 at a distorted geometry (the ωB97M-V functional and the def2-TZVPD basis).

```
84
C21H54N2O7 | the Open Molecules 2025 dataset | the ωB97M-V functional and the def2-TZVPD basis
C -0.9327 -7.3395 2.8512
O -1.4023 -6.0286 2.9941
C -1.9318 -5.6199 1.7658
C -2.5882 -4.2202 1.9268
N -1.6049 -3.2348 2.2621
C -2.1830 -1.9060 1.9412
C -1.2476 -0.6345 2.1198
O -1.6110 0.2071 3.1605
C -0.8803 1.4170 3.2084
H -0.6734 -7.6507 3.8632
H -0.0435 -7.4972 2.2408
H -1.7410 -7.9892 2.5156
H -2.7285 -6.2658 1.3968
H -1.1412 -5.6818 1.0180
H -3.2868 -4.2004 2.7632
H -3.1167 -3.9899 1.0017
H -1.4231 -3.3484 3.2491
H -3.0900 -1.6570 2.4921
H -2.5007 -1.9955 0.9024
H -1.3870 0.0274 1.2652
H -0.1877 -0.8802 2.1864
H 0.1699 1.1287 3.1618
H -1.0398 1.8593 4.1918
H -1.0140 2.0415 2.3251
C 1.1204 4.5352 -1.0601
O -0.1654 4.0403 -1.3003
C -0.9284 3.9101 -0.1117
C -2.0562 2.9523 -0.3683
N -1.6218 1.5641 -0.3710
C -2.6305 0.6134 0.1658
C -2.6308 -0.7382 -0.6339
O -2.8864 -0.4413 -2.0505
C -2.4104 -1.4469 -2.9483
H 1.6327 4.6961 -2.0086
H 1.8066 3.8234 -0.6011
H 0.9650 5.4895 -0.5568
H -1.2879 4.9370 -0.0457
H -0.4544 3.6734 0.8409
H -2.5417 3.2600 -1.2944
H -2.8672 3.0507 0.3533
H -1.4931 1.3302 -1.3451
H -3.6647 0.9156 0.3305
H -2.2056 0.5875 1.1692
H -3.3728 -1.4320 -0.2387
H -1.6790 -1.2650 -0.5654
H -2.4020 -1.0731 -3.9722
H -3.1229 -2.2709 -2.9851
H -1.3922 -1.7341 -2.6855
C 1.9802 0.6289 1.6036
C 1.0696 1.2948 0.5105
C 1.5634 1.1746 -0.9682
O -0.2246 0.7725 0.6914
H 2.2268 -0.3953 1.3235
H 1.3550 0.5847 2.4953
H 2.8545 1.2383 1.8324
H 1.0645 2.3713 0.6815
H 1.7031 0.1531 -1.3219
H 2.5734 1.5811 -0.9164
H 0.9495 1.7949 -1.6212
H -0.8820 1.2974 0.2290
C 6.5765 -1.1155 0.6431
C 5.1274 -0.7502 1.0650
C 4.7836 0.7542 1.0925
O 4.2386 -1.4856 0.3411
H 6.6112 -0.8004 -0.3998
H 6.6725 -2.1987 0.7175
H 7.3046 -0.6205 1.2857
H 5.0858 -1.0713 2.1057
H 5.5416 1.4260 1.4953
H 4.0476 0.8927 1.8844
H 4.5774 1.2839 0.1624
H 3.4287 -1.3111 0.8262
C -1.6315 2.0941 -3.5633
C -0.0886 2.0408 -3.9816
C 0.1068 2.3333 -5.5018
O 0.5477 2.9921 -3.1674
H -1.9749 3.0292 -3.1208
H -1.8579 1.3554 -2.7944
H -2.4564 1.7895 -4.2073
H 0.3637 1.0588 -3.8428
H -0.6834 1.8391 -6.0670
H 1.0147 1.8223 -5.8223
H 0.2244 3.3639 -5.8367
H 0.0803 3.2627 -2.3737
```

Results
energy relative to the best compared isomer or geometry (same formula, charge and spin)	1141.6	kJ/mol
charge	0
frontier orbital gap	0.31333	Ha
strongest force on any atom	16.62	eV/Å
E_HOMO	-7.86	eV

(3)
Entry from the Open Molecules 2025 dataset: a cluster of 14 separate species, C29H86N10O14 in total at a distorted geometry (the ωB97M-V functional and the def2-TZVPD basis).

```
139
C29H86N10O14 | the Open Molecules 2025 dataset | the ωB97M-V functional and the def2-TZVPD basis
C -1.9808 -4.4513 -2.0854
C -1.2249 -4.0845 -3.3966
C -2.1596 -3.1233 -4.1789
O 0.0166 -3.4934 -3.0334
H -1.3465 -5.0511 -1.4578
H -2.9116 -4.9839 -2.1837
H -2.2157 -3.5082 -1.5740
H -0.9916 -4.9631 -4.0113
H -1.6155 -2.8468 -5.1370
H -2.3794 -2.1749 -3.6063
H -3.0565 -3.5738 -4.5862
H -0.1603 -3.1133 -2.1977
C 5.6414 -3.8167 0.3038
C 5.6903 -2.3705 0.8527
C 6.1704 -1.4188 -0.2301
O 4.4071 -2.0719 1.3517
H 5.1467 -4.0148 -0.6221
H 5.0374 -4.4212 0.9964
H 6.6024 -4.1890 0.2049
H 6.3838 -2.3078 1.6871
H 5.4034 -1.5715 -0.9370
H 7.1357 -1.7313 -0.5897
H 6.3525 -0.3648 -0.0141
H 3.8263 -1.7427 0.6635
C 2.9848 -4.7573 -5.6262
C 3.4508 -3.7797 -4.5363
C 4.7022 -3.0183 -4.9445
O 2.4682 -2.9373 -4.1287
H 2.2604 -5.4858 -5.2107
H 3.8257 -5.3842 -5.9583
H 2.5869 -4.2513 -6.4796
H 3.7506 -4.4223 -3.6378
H 5.3104 -3.6688 -5.5531
H 5.2494 -2.6105 -4.0704
H 4.4345 -2.1166 -5.5585
H 1.6644 -3.3852 -3.7084
C 1.5564 4.8713 5.2756
C 0.9513 3.5983 4.8011
C 1.4458 3.1522 3.4983
O 1.2169 2.5337 5.7713
H 1.1175 5.1378 6.2027
H 1.3518 5.5952 4.5184
H 2.6463 4.7843 5.2496
H -0.1182 3.6811 4.8339
H 1.4318 3.8285 2.6218
H 0.8251 2.2799 3.1931
H 2.5173 2.7927 3.6043
H 2.0762 2.6041 6.1977
C 2.9557 0.7447 -0.6378
C 2.5829 -0.0869 -1.8227
C 3.1322 0.5046 -3.1330
O 3.0540 -1.4277 -1.6201
H 4.0144 0.6821 -0.4515
H 2.4325 0.4011 0.2558
H 2.8015 1.8594 -0.8020
H 1.4751 -0.2583 -1.8118
H 2.8502 1.5266 -3.3410
H 2.9350 -0.1177 -4.0267
H 4.2723 0.5324 -3.1441
H 2.7478 -1.8587 -2.4615
C -5.5943 -1.3900 3.2481
C -4.2644 -1.6178 2.6479
C -4.3672 -2.1726 1.2220
O -3.5522 -0.3748 2.5804
H -6.0720 -0.4868 2.8161
H -5.4859 -1.1830 4.3076
H -6.2608 -2.2632 3.0868
H -3.7195 -2.2536 3.2999
H -5.0899 -1.6026 0.6218
H -4.6464 -3.2284 1.2363
H -3.3732 -2.2399 0.6600
H -2.6737 -0.4670 3.0030
C -0.7637 1.4972 1.2760
C -0.9332 1.7129 -0.1900
C -0.9395 0.4300 -1.0415
O -2.0346 2.5530 -0.6218
H 0.1362 0.9647 1.4888
H -1.6305 0.9645 1.6304
H -0.7435 2.4347 1.8697
H 0.0545 2.1895 -0.4707
H -0.8265 0.4989 -2.1235
H -1.8481 -0.2207 -0.8598
H -0.1730 -0.1998 -0.6154
H -1.8848 3.3954 -0.2702
C -0.4150 -5.0872 1.8074
C 0.3779 -3.8748 1.3264
C 1.5742 -4.2475 0.4396
O -0.3563 -2.9388 0.4982
H -1.1077 -4.8911 2.6700
H 0.2360 -5.9291 2.0586
H -1.0989 -5.4895 1.0483
H 0.6270 -3.4412 2.2696
H 1.2460 -4.7271 -0.4730
H 2.2025 -4.8711 1.0429
H 2.0961 -3.2959 0.1108
H -1.1183 -2.7376 1.0802
C -0.3139 -0.3887 4.0784
O -0.7888 -1.3758 3.5510
N 0.9080 0.0977 3.7418
N -0.9607 0.1998 5.1020
H 1.3434 -0.1977 2.8761
H 1.3419 0.8181 4.2908
H -0.7184 0.9890 5.6542
H -1.5972 -0.4254 5.6134
C -0.3748 5.6230 1.5266
O -0.6493 5.5337 2.7102
N -1.4004 5.7304 0.6059
N 0.9052 5.6793 1.0582
H -1.1581 5.8697 -0.3411
H -2.3023 5.4426 0.8784
H 1.5786 6.1651 1.5954
H 1.1493 5.6296 0.0783
C -0.0813 4.4375 -2.7560
O 0.0709 5.4222 -1.9773
N 0.9599 3.4681 -2.9117
N -1.1952 4.1555 -3.4199
H 0.9356 2.9125 -3.7791
H 1.8097 3.9604 -2.6799
H -2.0106 4.7270 -3.1860
H -1.4135 3.2052 -3.7013
C -3.3717 3.4435 3.1951
O -3.1053 3.6284 1.9771
N -4.2856 2.4903 3.5805
N -2.6339 4.0624 4.1385
H -4.0704 2.0182 4.4311
H -4.5526 1.9309 2.7936
H -2.0090 4.7911 3.7558
H -3.0097 4.2301 5.0535
C -4.0670 2.0954 -4.1390
O -3.1282 2.1852 -4.8852
N -4.3157 1.0330 -3.3004
N -4.9861 3.1187 -4.0254
H -5.0089 1.0676 -2.5434
H -3.6069 0.2625 -3.3177
H -4.7133 4.0730 -4.1793
H -5.6338 2.8906 -3.3263
O -4.9295 2.1905 -0.1844
H -3.9668 2.2108 -0.2639
H -4.9526 3.0344 0.3724
```

Results
charge	0
frontier orbital gap	0.37386	Ha
strongest force on any atom	3.23	eV/Å
E_HOMO	-9.66	eV

(4)
Entry from the Open Molecules 2025 dataset: the molecule C24H33NO4 (the ωB97M-V functional and the def2-TZVPD basis).

```
62
C24H33NO4 | the Open Molecules 2025 dataset | the ωB97M-V functional and the def2-TZVPD basis
C -6.4126 -2.9893 1.0287
O -5.0741 -2.5589 1.0438
C -4.7004 -1.5658 0.1883
C -5.5409 -0.9341 -0.7201
C -5.0268 0.0535 -1.5445
C -3.6998 0.4281 -1.4697
C -2.8486 -0.1803 -0.5505
C -1.4085 0.2240 -0.4320
C -1.1425 1.4343 0.4941
C -1.6050 1.1399 1.9378
O -2.9859 1.2639 2.1498
C -1.8171 2.7205 0.0020
C -1.2021 3.2201 -1.3010
C 0.3144 3.3248 -1.1797
N 0.8636 2.0398 -0.7937
C 2.3170 2.0233 -0.8535
C 2.8547 0.6288 -0.6778
C 2.3029 -0.4191 -1.3955
C 2.7790 -1.7108 -1.2668
C 3.8517 -1.9708 -0.4248
O 4.4112 -3.2037 -0.2397
C 3.9035 -4.2875 -0.9761
C 4.4389 -0.9282 0.3050
C 5.6244 -1.2186 1.1750
C 3.9201 0.3586 0.1843
O 4.4957 1.3986 0.9027
C 4.0344 1.4962 2.2337
C 0.3752 1.6691 0.5190
C -3.3609 -1.1819 0.2619
H -6.6915 -3.4027 0.0539
H -6.4793 -3.7716 1.7831
H -7.0990 -2.1771 1.2895
H -6.5813 -1.2046 -0.8027
H -5.6798 0.5327 -2.2592
H -3.3212 1.1874 -2.1356
H -0.8313 -0.6190 -0.0449
H -1.0093 0.4725 -1.4148
H -1.2526 0.1406 2.2347
H -1.1514 1.8691 2.6162
H -3.4388 0.6043 1.6075
H -2.8888 2.5588 -0.1188
H -1.6887 3.4834 0.7738
H -1.4385 2.5375 -2.1174
H -1.6150 4.1992 -1.5516
H 0.7432 3.6102 -2.1441
H 0.5744 4.1105 -0.4451
H 2.7720 2.6964 -0.1084
H 2.6086 2.3854 -1.8454
H 1.4761 -0.2130 -2.0564
H 2.3143 -2.5006 -1.8350
H 3.9989 -4.1230 -2.0544
H 2.8550 -4.4871 -0.7309
H 4.5079 -5.1469 -0.6890
H 5.3153 -1.7174 2.0939
H 6.1459 -0.2980 1.4222
H 6.3025 -1.8895 0.6525
H 2.9631 1.7264 2.2680
H 4.5948 2.3108 2.6903
H 4.2108 0.5727 2.7936
H 0.8822 0.7511 0.8288
H 0.6069 2.4560 1.2636
H -2.7288 -1.7003 0.9677
```

Results
SMILES	COc1cccc(C[C@]2(CO)CCCN(Cc3ccc(OC)c(C)c3OC)C2)c1
energy relative to the best compared isomer or geometry (same formula, charge and spin)	44.5	kJ/mol
charge	0
frontier orbital gap	0.32934	Ha
strongest force on any atom	0.58	eV/Å
E_HOMO	-8.22	eV

Q: Which of these has the lowest strongest force on any atom?
A: C24H33NO4